1.
C11H22O4Si | ωB97M-V with the def2-TZVPD basis set

* HOMO-LUMO gap: 10.6 eV
* calculated total energy: -27831.708 eV
* energy relative to the best compared isomer or geometry (same formula, charge and spin): 0.673 eV

Structure (XYZ):
```
38
C11H22O4Si | the OMol25 dataset | ωB97M-V with the def2-TZVPD basis set
C 3.147 -0.382 3.249
C 2.449 0.935 2.778
O 1.875 0.679 1.573
C 0.650 0.084 1.676
O 0.203 -0.298 2.733
C -0.161 0.028 0.389
C -1.024 1.212 0.311
Si -2.616 0.894 -0.653
C -2.807 -0.821 -1.288
C -2.550 2.098 -2.162
C -4.164 1.195 0.364
C 0.665 -0.136 -0.829
O 0.686 0.598 -1.753
O 1.298 -1.403 -0.788
C 2.116 -1.589 -1.944
C 3.295 -2.543 -1.759
H 3.659 -0.361 4.225
H 3.819 -0.728 2.539
H 2.397 -1.178 3.285
H 1.677 1.295 3.485
H 3.255 1.678 2.610
H -0.787 -0.898 0.536
H -0.528 2.095 -0.074
H -1.479 1.588 1.259
H -3.198 -1.566 -0.579
H -3.627 -0.764 -2.077
H -1.856 -1.254 -1.645
H -3.343 1.835 -2.852
H -1.572 2.031 -2.530
H -2.879 2.989 -1.628
H -4.896 0.895 -0.337
H -4.194 0.561 1.276
H -4.268 2.224 0.641
H 1.505 -1.955 -2.775
H 2.490 -0.603 -2.256
H 3.948 -2.281 -0.834
H 4.047 -2.579 -2.558
H 2.767 -3.574 -1.607
```

2.
C11H23ClGdNO6P2 | ωB97M-V with the def2-TZVPD basis set

* 2S+1: 8
* HOMO-LUMO gap (alpha / beta): 8.1 / 6.2 eV
* calculated total energy: -77466.394 eV
* energy relative to the best compared isomer or geometry (same formula, charge and spin): 2.470 eV
* net charge: +2

Structure (XYZ):
```
45
C11H23ClGdNO6P2 | the OMol25 dataset | ωB97M-V with the def2-TZVPD basis set
Gd -1.220 0.602 0.288
P -0.385 1.557 -2.285
C -0.365 -0.269 -2.569
C 0.649 -1.029 -1.759
N 0.622 -0.807 -0.414
C 1.518 -1.458 0.359
C 2.473 -2.302 -0.188
C 2.472 -2.562 -1.551
C 1.526 -1.934 -2.348
C 1.455 -1.241 1.846
P -0.189 -0.655 2.558
H 1.482 -2.126 -3.423
H 3.178 -2.773 0.485
H 3.194 -3.253 -1.971
H 1.705 -2.178 2.361
H 2.218 -0.506 2.153
H -1.397 -0.649 -2.221
H -0.273 -0.426 -3.645
H -3.095 -1.111 0.573
O -2.480 -0.758 -0.854
H -3.133 -1.277 -1.403
H -2.012 -0.979 1.947
O -3.221 -1.141 1.518
H -3.754 -0.330 1.698
C -0.842 -2.275 3.111
H -0.049 -2.760 3.703
H -1.731 -2.147 3.751
H -1.079 -2.910 2.242
C 0.418 0.063 4.134
H -0.387 0.646 4.605
H 0.738 -0.737 4.820
H 1.274 0.729 3.942
C 1.332 2.011 -2.684
H 1.444 2.211 -3.758
H 1.590 2.924 -2.128
H 2.031 1.220 -2.395
C -1.290 2.173 -3.739
H -1.632 3.195 -3.521
H -0.651 2.204 -4.631
H -2.170 1.551 -3.939
O -0.923 4.683 1.861
Cl 0.031 3.964 1.078
O 0.197 4.530 -0.232
O 1.281 3.788 1.755
O -0.555 2.545 0.871
```

3.
C11H23ClNO2P2Y | ωB97M-V with the def2-TZVPD basis set

* HOMO-LUMO gap (alpha / beta): 4.4 / 4.4 eV
* calculated total energy: -49486.268 eV
* net charge: +2

Structure (XYZ):
```
41
C11H23ClNO2P2Y | the OMol25 dataset | ωB97M-V with the def2-TZVPD basis set
Y 0.000 -0.054 1.459
P -2.255 0.374 1.068
C -2.120 0.764 -0.693
C -0.841 1.293 -1.183
N 0.250 1.013 -0.430
C 1.475 1.407 -0.859
C 1.646 2.131 -2.041
C 0.515 2.439 -2.805
C -0.747 2.012 -2.376
C 2.650 1.034 0.040
P 2.252 -0.471 1.125
H -1.626 2.229 -2.963
H 2.629 2.447 -2.360
H 0.617 2.995 -3.725
H 3.546 0.837 -0.549
H 2.863 1.882 0.691
H -2.268 -1.269 -2.557
H -3.028 1.029 -1.213
H -0.707 -3.712 -1.136
O -2.047 -2.216 -2.874
H -2.718 -2.486 -3.567
H -0.277 -1.470 1.926
O -0.186 -4.157 -0.358
H 0.564 -3.539 -0.117
C 2.792 -1.873 -0.012
H 3.828 -1.735 -0.323
H 2.710 -2.830 0.504
H 2.165 -1.900 -0.903
C 3.623 -0.403 2.411
H 3.608 -1.306 3.022
H 4.597 -0.323 1.929
H 3.481 0.460 3.062
C -3.028 1.839 1.845
H -3.998 2.051 1.398
H -3.170 1.671 2.912
H -2.393 2.715 1.724
C -3.415 -1.033 1.224
H -3.624 -1.233 2.275
H -4.359 -0.819 0.724
H -2.992 -1.940 0.793
Cl -0.008 2.146 2.913
```

4.
C11H23INO2OsP2 | ωB97M-V with the def2-TZVPD basis set

* 2S+1: 5
* HOMO-LUMO gap (alpha / beta): 5.7 / 3.7 eV
* calculated total energy: -46479.244 eV
* energy relative to the best compared isomer or geometry (same formula, charge and spin): 1.322 eV
* net charge: +3

Structure (XYZ):
```
41
C11H23INO2OsP2 | the OMol25 dataset | ωB97M-V with the def2-TZVPD basis set
Os 0.246 0.558 -0.794
P 1.748 -0.788 0.024
C 2.315 -1.298 -1.713
C 1.105 -1.675 -2.546
N -0.017 -1.016 -2.205
C -1.235 -1.425 -2.608
C -1.328 -2.391 -3.611
C -0.170 -2.894 -4.212
C 1.055 -2.531 -3.644
C -2.436 -0.865 -1.853
P -1.927 0.444 -0.668
H 2.012 -2.935 -3.953
H -2.347 -2.651 -3.901
H -0.234 -3.562 -5.085
H -3.208 -0.467 -2.532
H -2.907 -1.665 -1.256
H 2.833 -0.419 -2.161
H 3.038 -2.115 -1.586
H 1.309 3.940 -2.124
O 1.696 3.141 -2.546
H 2.290 3.479 -3.259
H -0.584 4.617 0.058
O -0.717 4.795 -0.916
H -1.243 5.610 -0.973
C -1.939 1.925 -1.766
H -2.842 1.808 -2.371
H -1.927 2.892 -1.251
H -1.036 1.896 -2.413
C -3.136 0.700 0.652
H -2.876 1.586 1.251
H -4.149 0.818 0.244
H -3.116 -0.168 1.322
C 1.593 -2.292 1.016
H 2.463 -2.943 0.839
H 1.525 -2.029 2.081
H 0.671 -2.818 0.728
C 3.173 0.099 0.748
H 2.981 0.313 1.808
H 4.081 -0.510 0.644
H 3.329 1.056 0.231
I 0.014 1.339 1.704
```